#w
13
Properties=species:S:1:pos:R:3 method="wB97M-V/def2-TZVPD" total_charge=0 homo_lumo_gap_ha=0.3978
C -1.466 -0.049 0.679
C 0.083 -0.555 -1.026
H -1.694 -1.123 0.916
H 0.085 -1.605 -1.489
H 0.403 0.080 -1.907
H 0.012 1.437 0.777
F 1.849 0.545 -0.230
C 0.804 -0.305 0.180
H -2.357 0.550 0.838
O -1.307 -0.068 -0.714
H 1.250 -1.181 0.673
H 0.235 0.446 2.134
C -0.108 0.415 1.141

#x
13
Properties=species:S:1:pos:R:3 method="wB97M-V/def2-TZVPD" total_charge=0 homo_lumo_gap_ha=0.3864
F -1.249 1.362 0.365
H 1.513 -0.115 0.836
H -1.221 0.740 1.868
H -0.441 -2.226 -1.857
H -0.895 -0.412 -1.876
C 0.330 -1.066 -0.242
C 0.090 1.341 0.026
C -0.318 -1.173 -1.463
O -0.221 0.063 2.105
H 0.608 2.130 0.520
H 1.008 -1.859 0.066
C 0.502 0.013 0.751
H 0.297 1.203 -1.101

#y
13
Properties=species:S:1:pos:R:3 method="wB97M-V/def2-TZVPD" total_charge=0 homo_lumo_gap_ha=0.4167
F -4.301 0.415 -0.055
H 0.247 -0.296 -1.549
H 1.822 1.507 -0.807
H -3.476 -0.052 -0.076
H 1.141 1.433 0.868
O -1.887 -0.605 -0.115
H 1.804 -0.980 1.054
C -0.783 -0.383 0.327
C 0.409 -0.178 -0.485
C 1.769 -0.530 0.074
C 1.384 0.895 -0.035
H -0.620 -0.294 1.419
H 2.489 -0.933 -0.622

Ordering by calculated energy gives the sequence #y, #w, #x, with the first entry being the most stable.